Entry 1:
{
  "formula": "C3H3N3O2",
  "method": "ωB97M-V/def2-TZVPD",
  "multiplicity": 1,
  "e_tot_ev": -11718.896,
  "lumo_energy_ev": -1.8,
  "e_homo_ev": -8.96,
  "total_charge": 0,
  "species": ["C", "C", "C", "H", "H", "H", "N", "N", "N", "O", "O"],
  "xyz": [[0.7338, 0.8181, 0.0719], [1.4126, -0.2044, 0.6636], [-1.1317, -0.6400, -0.3246], [0.1551, 2.8147, -0.1340], [2.5845, -0.0411, 0.9389], [-2.5995, -1.7451, -0.7174], [0.9165, -1.4448, 0.7113], [-0.4307, -1.5187, 0.1926], [-2.2222, -0.8054, -0.9984], [1.2201, 2.0354, -0.3461], [-0.6384, 0.7313, -0.0577]],
  "atomic_forces_ev_per_a": [[-2.6804, 2.8321, -0.6857], [4.4971, 0.2637, -0.1224], [-3.4842, 4.3872, -2.1695], [4.5452, -3.4236, -1.1607], [-3.1602, -0.5188, -0.7379], [0.7024, 0.9971, -0.7396], [-5.7394, 1.1086, -1.6331], [8.0158, -6.5940, 4.5121], [0.5810, 0.3015, 1.5277], [-5.0766, 0.8906, 2.3511], [1.7993, -0.2443, -1.1420]],
  "mulliken_charge": [0.649, -0.122, 0.545, 0.473, 0.297, 0.306, -0.325, -0.267, -0.669, -0.564, -0.323]
}

Entry 2:
{
  "formula": "CHF2O3S",
  "method": "ωB97M-V/def2-TZVPD",
  "smiles": "O=S(=O)([O-])C(F)F",
  "multiplicity": 1,
  "e_tot_ev": -23466.992,
  "lumo_energy_ev": 4.3,
  "e_homo_ev": -5.02,
  "total_charge": -1,
  "species": ["O", "S", "O", "O", "C", "F", "F", "H"],
  "xyz": [[0.1292, 1.8453, 0.9170], [-0.4781, 1.0706, -0.1472], [-1.8869, 0.7600, 0.0216], [-0.0738, 1.4080, -1.4992], [0.3756, -0.9926, 0.1291], [1.2370, -1.2932, -0.8805], [1.1030, -1.0404, 1.2839], [-0.4061, -1.7575, 0.1752]],
  "atomic_forces_ev_per_a": [[-0.0314, -0.1259, -0.1611], [0.9412, -2.7349, 0.2304], [-0.0211, 0.1309, 0.0307], [0.0107, -0.0059, 0.2229], [-0.6751, 2.6262, -0.1909], [-0.0668, -0.0311, -0.0756], [-0.1137, -0.0233, -0.0119], [-0.0438, 0.1641, -0.0446]],
  "mulliken_charge": [-0.592, 1.005, -0.614, -0.595, 0.187, -0.246, -0.247, 0.102]
}

Entry 3:
{
  "formula": "CH2NO3S",
  "method": "ωB97M-V/def2-TZVPD",
  "multiplicity": 1,
  "e_tot_ev": -19538.228,
  "lumo_energy_ev": 3.6,
  "e_homo_ev": -1.63,
  "total_charge": -1,
  "species": ["C", "N", "O", "O", "O", "S", "H", "H"],
  "xyz": [[1.8710, -0.3068, 1.4668], [-1.8833, -0.2307, -1.0048], [2.3129, 0.6254, 1.9747], [1.5194, -1.3257, 1.0636], [0.3702, 1.1463, -0.5572], [-1.1187, 1.1373, -0.1243], [-1.2831, -1.0299, -0.8229], [-1.7885, -0.0158, -1.9959]],
  "atomic_forces_ev_per_a": [[-0.0820, -0.1112, -0.0997], [0.3042, 0.7381, 0.3430], [0.3404, 1.0931, 0.3944], [-0.4375, -0.8651, -0.4912], [0.4256, -0.0279, 0.0671], [-0.5794, -0.6899, -0.2777], [-0.0099, -0.0704, -0.0154], [0.0385, -0.0667, 0.0795]],
  "mulliken_charge": [0.742, -0.635, -0.387, -0.374, -0.691, -0.120, 0.244, 0.221]
}

no.,Kohn-Sham gap (hartree)
1,0.2624
2,0.3425
3,0.1919